# C7H13NO4P

An isolated ion of composition C7H13NO4P and charge +1 at a distorted geometry (wB97M-V/def2-TZVPD, the Open Molecules 2025 dataset).

CARTESIAN COORDINATES (ANGSTROEM)
C  3.022  1.325  1.561
C  2.696  -0.608  -0.667
C  1.773  -0.060  0.097
C  -1.517  -3.021  1.628
C  -2.262  1.797  -1.541
C  -1.201  -1.967  0.643
C  -1.312  2.320  -0.445
N  2.055  0.554  1.475
O  2.484  -1.149  -1.850
O  -0.320  -0.610  -1.473
O  -0.495  -1.005  0.977
O  -0.505  1.354  0.398
P  0.039  0.055  -0.247
H  3.758  1.479  0.776
H  3.178  1.884  2.464
H  3.762  -0.813  -0.384
H  -2.521  -3.367  1.386
H  -1.032  -3.857  1.324
H  -1.369  -2.683  2.670
H  -1.855  1.817  -2.604
H  -2.751  0.808  -1.190
H  -3.023  2.549  -1.564
H  -1.941  -1.806  -0.208
H  1.699  -1.015  -2.451
H  -1.739  3.021  0.331
H  -0.622  2.997  -1.106

Cartesian forces, eV/Å:
C 1.42 0.71 -0.17
C 0.79 -1.15 -1.06
C -0.59 2.31 3.59
C -1.49 2.64 0.08
C -0.24 -1.51 0.77
C -3.55 0.33 1.00
C 1.31 2.58 -1.20
N -2.05 -1.73 -2.24
O 0.22 -0.77 -2.10
O -1.09 0.03 -1.87
O 0.67 -0.66 0.65
O -1.15 0.54 -1.87
P 3.02 0.60 1.20
H -0.01 0.18 -0.33
H 0.10 -0.02 0.57
H -1.15 0.58 0.12
H -0.47 0.41 0.41
H 2.32 -2.87 -0.40
H 0.15 -0.49 -0.64
H -0.14 -0.71 1.67
H 0.68 1.52 -1.09
H -0.79 0.34 0.04
H 1.71 -0.69 0.11
H 0.61 0.33 1.82
H 0.14 -1.25 -0.92
H -0.43 -1.25 1.87

The calculation puts the highest occupied orbital energy at -12.713 eV. The total energy comes out at -971.277807 a.u. The value obtained for the max |F| is 4.3 eV Å⁻¹. The orbital gap comes out at 0.27756 Eh. As for the total charge: +1. The value obtained for the energy above the lowest of the compared OMol25 structures with the same formula, charge and spin is 0.00 kJ/mol.

=====

# C7H13NOPSn

C7H13NOPSn as an isolated structure at a distorted geometry (wB97M-V/def2-TZVPD, the Open Molecules 2025 dataset).

CARTESIAN COORDINATES (ANGSTROEM)
C  -2.120  1.901  0.192
C  -1.364  2.637  -0.769
C  -0.179  3.136  -0.135
C  -0.212  2.725  1.235
C  -1.381  1.915  1.425
Sn  -0.053  -2.270  1.072
P  -0.774  -2.781  -1.391
H  -3.096  1.452  0.032
H  -1.682  2.850  -1.788
H  0.643  3.649  -0.641
H  -1.659  1.397  2.335
H  0.588  2.854  1.967
H  0.280  -3.088  -2.312
H  -1.580  -1.798  -2.042
H  -1.611  -3.939  -1.334
C  3.663  -2.203  1.459
C  2.793  -2.096  0.282
N  3.081  -2.807  -0.808
O  1.721  -1.353  0.273
H  4.597  -2.715  1.189
H  3.141  -2.767  2.254
H  3.919  -1.217  1.869
H  2.450  -2.827  -1.605
H  3.910  -3.386  -0.834

Cartesian forces, eV/Å:
C 1.20 0.49 0.49
C 0.19 0.07 0.77
C -0.73 -0.55 0.27
C -0.47 -0.85 -0.70
C 0.08 0.84 -1.03
Sn -1.19 -0.80 0.66
P 0.28 0.12 1.31
H 0.15 -0.04 0.00
H 0.13 -0.08 0.11
H -0.28 0.02 0.21
H -0.01 0.08 -0.01
H -0.22 0.05 -0.19
H -0.79 0.05 -0.37
H 0.28 -0.53 -0.48
H 0.26 0.48 -0.50
C 0.90 -0.03 0.66
C -3.52 1.81 -1.00
N 0.49 -0.05 -0.08
O 3.86 -1.32 -0.21
H -0.20 0.02 0.26
H 0.03 0.15 -0.47
H -0.27 -0.18 -0.25
H 0.15 0.14 0.55
H -0.32 0.11 0.00

The calculation puts the highest occupied orbital energy at -1.738 eV. The total energy comes out at -960.037030 a.u. The value obtained for the max |F| is 4.1 eV Å⁻¹. The orbital gap comes out at 0.15389 Eh. As for the total charge: -1.

=====

# C7H13NOSi

A 2-piece molecular cluster, C7H13NOSi overall at a distorted geometry (wB97M-V/def2-TZVPD, the Open Molecules 2025 dataset).

CARTESIAN COORDINATES (ANGSTROEM)
C  1.514  -0.781  2.783
C  0.019  -2.579  1.796
C  0.747  -1.501  1.914
C  -0.576  -3.233  0.631
C  1.189  1.091  -1.961
C  1.199  2.173  0.716
C  -1.380  0.894  -0.144
N  2.262  -0.241  3.466
O  1.092  -0.712  0.112
Si  0.479  0.712  -0.245
H  0.046  -3.000  2.774
H  -0.221  -4.205  0.423
H  -0.675  -2.680  -0.277
H  -1.576  -3.392  0.772
H  0.644  0.675  -2.905
H  1.283  2.221  -2.058
H  2.099  0.585  -2.132
H  1.931  2.628  0.152
H  0.438  2.878  0.894
H  1.546  1.908  1.713
H  -2.009  0.521  -0.993
H  -1.844  0.265  0.776
H  -1.732  1.897  -0.169

Cartesian forces, eV/Å:
C 0.77 0.22 0.61
C 1.27 0.86 0.23
C -0.41 1.31 -5.69
C 0.34 0.71 -0.57
C -2.25 0.41 -1.93
C -1.27 -2.11 1.42
C -2.00 -2.86 0.70
N 0.09 0.33 0.35
O -0.08 -3.42 4.07
Si -0.07 2.60 -1.01
H -0.68 -1.07 0.75
H 0.98 -1.01 -0.07
H 1.13 0.83 -0.50
H -2.90 -0.63 1.22
H 0.22 0.96 1.70
H 0.05 -1.46 -0.10
H 1.60 -0.13 0.38
H 1.90 0.93 -1.04
H -1.10 1.05 0.07
H 0.38 -0.04 -0.01
H 0.95 -0.36 0.30
H 1.07 1.78 -1.73
H 0.01 1.10 0.81

The calculation puts the highest occupied orbital energy at -9.655 eV. The total energy comes out at -693.910580 a.u. The value obtained for the max |F| is 5.9 eV Å⁻¹. The orbital gap comes out at 0.32237 Eh. As for the total charge: 0. The value obtained for the energy above the lowest of the compared OMol25 structures with the same formula, charge and spin is 274.68 kJ/mol.

=====

# C7H13NOSi

C7H13NOSi in the gas phase at a distorted geometry (wB97M-V/def2-TZVPD, the Open Molecules 2025 dataset).

CARTESIAN COORDINATES (ANGSTROEM)
C  1.049  -2.663  -2.185
C  0.710  -1.731  -1.492
C  0.269  -0.266  -0.759
C  0.673  2.837  -2.196
C  -1.091  -2.091  1.040
C  -1.878  0.863  1.280
C  1.336  -0.235  2.021
N  0.505  0.633  -1.580
O  0.237  1.937  -1.180
Si  -0.303  -0.290  0.987
H  1.508  -3.608  -2.223
H  0.154  3.772  -1.929
H  0.519  2.551  -3.188
H  1.638  3.166  -2.149
H  -0.863  -2.417  0.071
H  -0.717  -2.768  1.738
H  -2.205  -2.086  0.968
H  -2.660  0.849  0.586
H  -2.423  0.670  2.271
H  -1.536  1.850  1.412
H  1.775  0.666  2.355
H  1.315  -0.888  2.851
H  1.989  -0.753  1.299

Cartesian forces, eV/Å:
C -0.02 0.50 1.58
C -1.14 3.68 1.23
C 1.14 -4.04 -1.89
C -2.41 1.41 1.69
C -1.06 2.67 -0.61
C 1.39 -1.19 2.74
C -1.09 -0.82 -1.83
N 0.65 1.73 -1.92
O 0.27 -0.77 -0.01
Si -2.32 -1.17 2.05
H 0.15 -0.67 -0.84
H -0.40 -0.39 -0.50
H -0.88 -0.87 -1.33
H 3.18 -0.02 0.70
H 0.69 -1.03 -1.37
H 0.45 -1.07 1.25
H 0.72 0.25 0.77
H -0.78 -0.24 -1.59
H 1.07 -0.29 -1.11
H 0.35 1.52 -0.17
H 0.32 1.18 -0.06
H -0.43 -0.75 1.04
H 0.18 0.39 0.19

The calculation puts the highest occupied orbital energy at -9.598 eV. The total energy comes out at -693.816097 a.u. The value obtained for the max |F| is 4.6 eV Å⁻¹. The orbital gap comes out at 0.38422 Eh. As for the total charge: 0. The value obtained for the energy above the lowest of the compared OMol25 structures with the same formula, charge and spin is 522.74 kJ/mol.